Below is a structure of composition CH4N2O2, with properties calculated with wB97M-V/def2-TZVPD.

Positions of all 9 atoms, in Å:
O -1.906 -0.973 0.073
O 1.585 1.089 -0.789
N 1.457 0.308 0.287
N -1.020 0.114 -0.155
C 0.301 -0.087 0.538
H -2.661 -0.828 1.025
H 2.392 0.981 -1.247
H 0.437 -0.757 1.471
H -0.586 0.151 -1.203

Computed properties:
Total charge = 0
F_max = 5.9 eV/A
Frontier orbital gap = 9.505 eV
Spin multiplicity = 1
Energy relative to the best compared isomer or geometry (same formula, charge and spin) = 5.3355 eV
Calculated total energy = -8171.350 eV

=====

Below is a cluster of 13 separate species, C35H57Cl24F3N2O in total, with properties calculated with wB97M-V/def2-TZVPD.

Positions of all 122 atoms, in Å:
Cl 1.630 6.878 -2.090
Cl -6.453 2.492 2.370
Cl 6.983 2.834 4.131
Cl 1.919 -5.004 -1.190
Cl -2.998 5.790 -0.050
Cl 3.596 -4.323 -7.845
Cl -8.828 -5.436 -1.512
Cl 2.143 -2.147 -4.020
Cl -3.774 1.174 5.989
Cl 6.751 0.916 6.918
Cl -1.253 -1.986 -4.153
Cl -0.722 10.733 -4.451
Cl -6.858 -2.259 -0.121
Cl -3.340 1.429 1.427
Cl -0.359 4.663 -3.694
Cl -0.885 -0.188 4.856
Cl 4.724 -1.697 -5.974
Cl 5.251 -5.122 -0.606
Cl -7.568 -8.521 -2.145
Cl -6.138 -5.539 0.340
Cl 2.219 0.998 6.448
Cl -0.719 3.496 1.008
Cl -0.964 8.800 -1.666
Cl 3.652 -2.071 6.216
F 5.319 -1.808 -0.328
F 4.735 -0.233 -1.699
F 5.378 0.241 0.285
O 3.189 -0.333 1.423
N -1.802 -0.693 -1.489
N -2.904 -1.427 1.038
C 2.130 5.742 -3.369
C -1.356 3.687 -0.647
C -3.736 2.869 2.402
C 5.438 -3.322 -6.082
C 0.320 -1.426 -0.729
C -1.045 1.275 5.859
C 1.151 -1.971 0.203
C 3.090 -6.112 -1.943
C 4.190 -6.501 -0.992
C -0.967 11.294 -2.776
C 3.230 -0.720 0.059
C 0.600 -2.377 1.435
C -7.161 -3.221 1.348
C -9.704 -6.817 -2.215
C -4.927 2.638 3.290
C 7.640 2.452 6.756
C 3.719 0.579 5.565
C -1.047 -1.240 -0.495
C -1.586 -1.623 0.737
C 6.946 3.405 5.818
C -3.597 -0.888 0.075
C -9.233 -8.129 -1.645
C 3.646 -0.799 4.964
C 2.622 -2.102 -0.089
C 4.674 -0.647 -0.430
C -3.056 -0.554 -1.182
C 5.292 -3.929 -7.453
C -6.090 -4.255 1.574
C -2.196 1.173 6.826
C 1.037 5.536 -4.384
C -0.129 -1.966 -5.534
C -0.733 -2.210 1.686
C -0.250 10.426 -1.776
C -1.628 5.127 -0.994
C 1.086 -2.824 -5.290
H -5.097 -3.810 1.563
H -1.894 5.217 -2.043
H -9.261 -8.120 -0.558
H 2.699 -2.494 -1.094
H 3.005 6.168 -3.856
H 8.647 2.221 6.420
H -0.673 -2.343 -6.399
H 1.414 4.936 -5.211
H 2.754 -0.928 4.360
H 5.664 -3.260 -8.224
H -0.320 10.872 -0.785
H 4.970 -3.942 -5.320
H 5.850 -4.862 -7.502
H -2.861 3.079 3.015
H -9.872 -8.935 -2.003
H -0.107 1.387 6.407
H 0.710 -1.120 -1.686
H 4.556 0.670 6.255
H 2.452 0.278 1.502
H 1.241 -2.822 2.180
H -4.806 1.733 3.881
H -2.253 3.075 -0.726
H 1.687 -2.882 -6.196
H 3.018 -2.808 0.628
H -4.647 -0.723 0.235
H -0.604 3.284 -1.320
H 3.840 1.320 4.776
H 3.487 -5.624 -2.830
H -2.036 11.320 -2.583
H 2.540 -6.999 -2.253
H 0.150 -0.933 -5.726
H 3.788 -6.888 -0.059
H 0.802 10.313 -2.031
H 6.495 -3.220 -5.842
H -8.144 -3.675 1.252
H -7.180 -2.525 2.185
H 7.447 4.370 5.841
H 0.674 6.480 -4.781
H 7.699 2.894 7.749
H 0.808 -3.831 -4.991
H -9.575 -6.783 -3.294
H -5.042 3.486 3.963
H -2.135 0.262 7.416
H 4.814 -7.269 -1.446
H 2.634 -0.031 -0.526
H -2.192 2.025 7.503
H -0.760 5.753 -0.810
H 4.516 -0.966 4.333
H -3.890 3.709 1.730
H -10.760 -6.678 -1.989
H -6.243 -4.733 2.540
H 2.419 4.809 -2.894
H -1.170 -2.519 2.621
H -1.157 2.125 5.191
H -3.719 -0.147 -1.929
H -0.580 12.310 -2.721
H 5.905 3.549 6.100

Computed properties:
Total charge = 0
F_max = 0.9 eV/A
Frontier orbital gap = 8.893 eV
Spin multiplicity = 1
Energy relative to the best compared isomer or geometry (same formula, charge and spin) = 0.0000 eV
Calculated total energy = -350941.265 eV

=====

Below is a cluster of 2 separate species, C11H15N in total, with properties calculated with wB97M-V/def2-TZVPD.

Positions of all 27 atoms, in Å:
N 2.354 -0.495 1.742
C 0.945 1.179 1.232
C -3.626 -0.139 -0.855
C 1.005 0.689 -1.335
C 1.290 0.512 0.045
C 1.638 -0.117 -2.265
C -0.194 2.081 1.552
C 2.285 -0.524 0.357
C 1.679 0.610 2.265
C 2.610 -1.185 -1.862
C -3.510 -1.506 -0.044
C 3.061 -1.216 -0.556
H 3.827 -1.891 -0.298
H -1.102 1.542 1.983
H -2.639 -2.027 -0.285
H -2.915 0.612 -0.444
H 0.435 1.518 -1.705
H 3.030 -1.673 -2.744
H 3.264 -0.480 2.118
H -3.446 -0.414 -1.874
H -4.632 0.319 -1.015
H 1.335 0.057 -3.383
H 1.610 0.811 3.355
H -0.382 2.746 0.771
H -4.384 -2.151 -0.364
H 0.047 2.603 2.518
H -3.581 -1.463 1.092

Computed properties:
Total charge = 0
SMILES = Cc1c[nH]c2ccccc12.CC
F_max = 4.0 eV/A
Frontier orbital gap = 8.783 eV
Spin multiplicity = 1
Energy relative to the best compared isomer or geometry (same formula, charge and spin) = 1.9424 eV
Calculated total energy = -13138.849 eV